{
  "formula": "C2H12O3S2",
  "method": "ωB97M-V/def2-TZVPD",
  "species": ["C", "S", "S", "C", "H", "H", "H", "H", "H", "H", "H", "H", "O", "H", "H", "O", "H", "H", "O"],
  "coordinates": [[0.5545, 1.4892, -1.9918], [-0.3714, 0.1331, -1.1707], [0.8895, -1.2406, -0.2712], [1.0595, -2.5203, -1.6178], [0.9122, 2.3841, -1.1768], [1.4645, 0.9434, -2.4731], [-0.0343, 1.9955, -2.8124], [1.7400, -3.1921, -1.0372], [0.0945, -3.0212, -1.8431], [1.4270, -1.9176, -2.4147], [0.6091, 0.9168, 4.3517], [0.9991, -0.2261, 5.3622], [0.4832, 0.5531, 5.1976], [1.7465, 2.0437, 2.4287], [1.2450, 0.8037, 1.5530], [1.4101, 1.1402, 2.4616], [-3.7203, 0.3282, -2.0466], [-5.2231, 0.6578, -1.8903], [-4.2976, 1.0805, -1.8185]],
  "mulliken_charge": [-0.664, -0.060, -0.045, -0.734, 0.214, 0.235, 0.295, 0.265, 0.279, 0.272, 0.359, 0.298, -0.624, 0.295, 0.259, -0.641, 0.303, 0.325, -0.632],
  "e_tot_ha": -1105.44122,
  "fmax_ev_per_a": 3.68,
  "charge": 0,
  "mol_weight_g_mol": 148.249,
  "smiles": "CSSC.O.O.O",
  "homo_lumo_gap_ev": 9.7,
  "relative_energy_kcal_mol": 37.9,
  "multiplicity": 1,
  "lumo_energy_ev": 0.5
}